Entry 1:
{"formula": "C10H12ClNO", "method": "wB97M-V/def2-TZVPD", "species": ["H", "C", "H", "C", "N", "C", "H", "H", "C", "H", "C", "H", "H", "Cl", "O", "C", "H", "H", "C", "H", "C", "H", "C", "H", "C"], "coordinates": [[-0.29, 1.12, 2.72], [-0.63, -0.38, 1.15], [-3.06, -2.64, -0.81], [0.12, 0.82, -2.24], [0.58, 0.07, -1.06], [-2.60, -1.77, 1.03], [-1.23, -1.45, -2.08], [0.71, 1.28, 1.23], [-1.78, -0.88, 1.72], [3.83, -0.51, -0.49], [-1.30, -1.35, -0.92], [-0.96, 0.68, -2.18], [-3.43, -2.23, 1.38], [2.94, 3.13, 0.31], [1.74, 2.81, -0.64], [-0.43, -0.58, -0.22], [0.60, 0.43, -3.05], [0.34, 1.92, -2.06], [1.79, 0.13, -0.58], [-2.00, -0.51, 2.71], [0.20, 0.63, 1.93], [3.28, 1.16, 0.27], [2.99, 0.21, -0.24], [0.93, -0.04, 2.45], [-2.33, -2.06, -0.31]], "relative_energy_ev": 7.025, "homo_energy_ev": -7.187, "mol_weight_g_mol": 197.7, "homo_lumo_gap_ha": 0.269, "e_lumo_ha": 0.005, "total_energy_ev": -26618.601}


Entry 2:
{"formula": "C10H12FN", "method": "wB97M-V/def2-TZVPD", "species": ["H", "C", "C", "H", "C", "C", "H", "F", "C", "H", "H", "C", "H", "C", "H", "H", "H", "H", "N", "C", "C", "C", "H", "H"], "coordinates": [[4.17, -1.17, -0.68], [-0.28, 0.53, 0.10], [1.93, 1.33, -0.27], [-3.51, 0.82, 1.44], [0.16, -0.75, 0.45], [2.41, 0.02, -0.08], [2.59, 2.12, -0.62], [-2.14, 2.04, -0.24], [-2.88, -0.28, -0.35], [-3.76, 0.24, -0.74], [4.18, -0.11, 0.95], [3.92, -0.22, -0.10], [4.47, 0.65, -0.42], [0.57, 1.54, -0.25], [-0.51, -1.45, 0.92], [-2.32, -1.46, -1.87], [0.14, 2.54, -0.45], [-2.25, -0.45, 1.92], [-2.47, -1.56, -0.88], [1.52, -0.98, 0.28], [-1.78, 0.72, 0.11], [-2.70, 0.11, 1.11], [1.79, -2.00, 0.50], [-3.22, -2.23, -0.82]], "relative_energy_ev": 0.948, "homo_energy_ev": -8.476, "mol_weight_g_mol": 165.2, "homo_lumo_gap_ha": 0.348, "e_lumo_ha": 0.036, "smiles": "Cc1ccc([C@]2(F)C[C@@H]2N)cc1", "total_energy_ev": -14770.804}


Entry 3:
{"formula": "C10H12FNO2", "method": "wB97M-V/def2-TZVPD", "species": ["F", "H", "H", "C", "C", "C", "C", "O", "C", "H", "H", "H", "O", "C", "H", "N", "H", "C", "H", "C", "H", "H", "C", "H", "H", "C"], "coordinates": [[-0.74, 0.66, 2.19], [-0.50, -0.87, -2.34], [0.00, 3.66, 0.14], [2.77, -0.88, -1.64], [-1.57, 0.92, 1.15], [1.63, -1.57, 0.35], [0.39, -1.00, -1.70], [-2.67, 0.55, 1.24], [-0.82, 3.22, 0.71], [-3.03, -1.52, 1.66], [1.41, -0.91, -3.43], [0.24, 1.33, 0.05], [-2.36, -2.17, 1.93], [-0.92, -1.57, 0.32], [1.46, -1.90, 1.32], [-1.07, -2.14, 1.44], [-1.28, 1.82, -0.81], [-0.81, 1.78, 0.11], [3.59, -0.65, -2.18], [1.58, -1.03, -2.38], [3.62, -1.13, 0.30], [-1.87, -1.10, -0.26], [2.80, -1.13, -0.30], [-1.70, 3.72, 0.61], [-0.52, 3.27, 1.81], [0.39, -1.36, -0.30]], "relative_energy_ev": 2.414, "homo_energy_ev": [-8.739, -8.740], "mol_weight_g_mol": 197.2, "homo_lumo_gap_ha": [0.334, 0.334], "e_lumo_ha": [0.013, 0.013], "smiles": "O/N=C/c1ccccc1.CCC(=O)F", "total_energy_ev": -18863.991}


Entry 4:
{"formula": "C10H12FNO4", "method": "wB97M-V/def2-TZVPD", "species": ["H", "C", "O", "H", "C", "O", "F", "H", "H", "O", "C", "H", "H", "H", "O", "H", "C", "C", "H", "N", "C", "C", "C", "H", "H", "C", "C", "H"], "coordinates": [[-0.66, -2.19, -1.02], [-2.74, -0.39, 0.74], [2.20, 2.45, -0.30], [-4.67, -0.84, -0.03], [1.65, -0.66, -0.22], [-2.84, -0.53, 1.92], [1.30, -1.54, 0.81], [3.35, 0.45, -0.85], [4.39, -0.72, 1.60], [-2.21, 2.33, 0.04], [0.73, 0.52, -0.13], [1.43, -1.20, -1.15], [-1.44, -0.92, -2.00], [3.65, -1.25, -0.54], [0.00, 2.74, -0.02], [-4.35, 0.87, 0.22], [-0.61, 0.50, 0.02], [1.14, 1.95, -0.17], [-2.41, -2.05, -1.02], [-1.44, -0.59, 0.12], [3.13, -0.37, -0.16], [3.63, -0.01, 1.25], [-1.49, -1.47, -1.06], [4.09, 0.99, 1.26], [-3.66, 0.06, -1.20], [-1.09, 1.92, 0.03], [-3.92, -0.06, -0.15], [2.82, -0.01, 1.99]], "homo_energy_ev": -9.762, "mol_weight_g_mol": 229.2, "homo_lumo_gap_ha": 0.324, "e_lumo_ha": -0.035, "smiles": "CC[C@@H](F)C1=C(N(C)C(C)=O)C(=O)OC1=O", "total_energy_ev": -22961.964}


Entry 5:
{"formula": "C10H12IN2O4PS3", "method": "wB97M-V/def2-TZVPD", "species": ["H", "S", "O", "S", "S", "C", "O", "O", "C", "H", "H", "C", "N", "I", "H", "H", "H", "H", "H", "C", "H", "C", "P", "C", "H", "H", "C", "C", "O", "C", "C", "N", "H"], "coordinates": [[-2.03, 0.68, -1.68], [-1.30, 1.55, 4.61], [0.95, 1.99, -4.56], [3.17, -0.68, 4.79], [-0.17, 1.56, -3.46], [-2.05, 0.79, -0.54], [-1.13, 0.71, -4.11], [0.78, 0.62, -2.54], [0.49, 0.00, 3.77], [-3.61, -2.43, 1.54], [1.80, -0.55, -3.88], [1.98, 0.33, -3.26], [0.23, 0.87, 4.92], [0.77, -3.04, -0.54], [2.88, 1.34, -4.97], [-1.12, 1.39, -0.21], [2.80, 0.13, -2.57], [4.22, -1.48, 4.35], [-2.97, 1.35, -0.14], [-0.74, 0.01, 2.78], [-4.29, -1.81, -0.06], [0.68, -1.76, 1.26], [-1.95, -1.01, 0.14], [1.81, -0.83, 3.55], [2.68, 2.37, -3.53], [-4.20, -0.69, 1.40], [2.24, 1.56, -4.11], [-0.61, -0.91, 1.48], [-0.54, 2.71, -2.70], [-3.63, -1.52, 0.84], [1.90, -1.74, 2.27], [-1.86, 0.87, 3.13], [2.82, -2.37, 2.03]], "homo_energy_ev": -7.855, "mol_weight_g_mol": 478.3, "homo_lumo_gap_ha": 0.234, "e_lumo_ha": -0.055, "smiles": "CP(C)c1c(I)cc(S)c2nsnc12.O=S1(=O)OCCO1", "total_energy_ev": -71622.918}


Entry 6:
{"formula": "C10H12INO", "method": "wB97M-V/def2-TZVPD", "species": ["N", "C", "C", "I", "C", "O", "H", "C", "H", "C", "H", "H", "H", "C", "C", "H", "H", "C", "C", "H", "H", "C", "H", "H", "H"], "coordinates": [[-0.32, 1.66, 1.55], [0.59, 1.39, -1.17], [-1.00, -1.12, -1.02], [2.81, -0.57, -0.35], [-0.14, -0.72, 0.02], [1.93, 1.39, 1.90], [0.52, 0.83, -2.07], [0.95, 1.26, 1.21], [-2.52, -3.81, 0.36], [-0.21, -1.44, 1.17], [2.46, 2.10, -1.87], [-1.01, -3.18, 2.23], [-1.00, 1.21, 1.02], [0.91, 0.33, -0.10], [-1.06, -2.54, 1.32], [-0.89, -0.60, -1.99], [1.19, 3.31, -1.84], [1.68, 2.51, -1.26], [-1.88, -2.95, 0.26], [-0.37, 1.76, -0.93], [2.03, 2.78, -0.23], [-1.94, -2.15, -0.87], [-2.47, -2.50, -1.71], [0.37, -1.16, 1.95], [-0.62, 2.20, 2.42]], "relative_energy_ev": 0.000, "homo_energy_ev": -9.007, "mol_weight_g_mol": 289.1, "homo_lumo_gap_ha": 0.346, "e_lumo_ha": 0.015, "smiles": "CC[C@@](I)(C(N)=O)c1ccccc1", "total_energy_ev": -22202.664}


Entry 7:
{"formula": "C10H12MnN3O11P2", "method": "wB97M-V/def2-TZVPD", "species": ["H", "H", "O", "C", "N", "C", "H", "C", "O", "H", "H", "O", "P", "O", "P", "H", "C", "O", "O", "C", "C", "O", "Mn", "H", "C", "H", "C", "H", "C", "H", "N", "H", "H", "O", "O", "O", "O", "C", "N"], "coordinates": [[-0.75, 1.02, -4.54], [3.86, 2.39, 0.77], [0.44, -1.20, 3.00], [0.62, 3.11, -0.07], [2.15, 6.49, -0.44], [0.78, 4.48, -0.31], [-1.09, -4.52, -0.76], [-1.40, 0.15, -4.61], [1.16, 7.12, -0.78], [-1.65, -2.62, -4.71], [-1.49, 3.33, -0.41], [-1.06, 1.41, -0.09], [-1.59, -2.80, 0.40], [3.25, 6.99, -0.32], [0.92, -2.47, 1.98], [-2.41, 0.43, -4.30], [-0.17, -0.58, -2.71], [-0.63, -3.06, 1.67], [-0.82, -3.59, -0.81], [2.01, 5.08, -0.18], [-1.64, -2.16, -3.72], [1.30, -1.75, 0.68], [0.15, -0.17, 0.25], [4.09, 4.82, 0.31], [1.75, 2.30, 0.32], [-1.22, -0.62, 2.23], [-0.71, 2.58, -0.20], [-2.66, -1.96, -3.39], [3.14, 4.32, 0.21], [-0.07, 5.08, -0.59], [0.45, -0.29, -1.79], [-1.43, -0.18, -5.65], [-1.17, -2.83, -3.00], [-0.34, -0.21, 2.26], [-2.90, -3.43, 0.63], [1.69, 1.07, 0.56], [-1.50, -1.33, 0.04], [3.01, 2.99, 0.46], [-0.86, -0.92, -3.78]], "relative_energy_ev": 4.248, "homo_energy_ev": [-5.094, -4.519], "charge": -1, "multiplicity": 2, "mol_weight_g_mol": 467.1, "homo_lumo_gap_ha": [0.268, 0.247], "e_lumo_ha": [0.081, 0.081], "total_energy_ev": -87458.816}


Entry 8:
{"formula": "C10H12N", "method": "wB97M-V/def2-TZVPD", "species": ["N", "H", "C", "H", "H", "C", "C", "C", "H", "H", "C", "C", "H", "H", "H", "H", "H", "C", "H", "H", "C", "C", "C"], "coordinates": [[0.67, -0.09, -1.31], [-1.67, 0.40, 3.77], [-0.23, 0.30, 0.71], [0.34, 0.93, -2.99], [0.33, 3.04, -0.35], [-0.70, -1.95, 1.50], [0.26, 0.84, -0.52], [0.35, 2.21, -1.01], [1.67, -1.79, -0.61], [-0.82, -3.00, 1.32], [1.06, 0.19, -2.63], [-1.32, -1.45, 2.64], [1.23, 2.37, -1.61], [-1.73, -2.16, 3.32], [2.11, 0.54, -2.77], [0.02, -2.11, -1.30], [-0.42, 2.42, -1.71], [-0.10, -1.14, 0.55], [-0.79, 1.91, 2.10], [1.07, -0.75, -3.20], [-1.20, -0.05, 2.88], [-0.74, 0.83, 1.92], [0.62, -1.49, -0.71]], "relative_energy_ev": 0.000, "homo_energy_ev": -13.276, "charge": 1, "mol_weight_g_mol": 146.2, "homo_lumo_gap_ha": 0.327, "e_lumo_ha": -0.161, "smiles": "CC1=[N+](C)Cc2ccccc21", "total_energy_ev": -12048.050}